Entry 1:
13
Properties=species:S:1:pos:R:3:nbo_charge:R:1 method="wB97M-V/def2-TZVPD" smiles="[H]/N=C/OCC(N)=O" lumo_energy_ev=0.784 de_lowest_kj_mol=122.0
N 1.32379 -0.35279 -1.00253 -0.83
C 0.77619 0.88988 -0.99803 0.64
O 1.15780 1.81191 -1.69984 -0.61
C -0.41397 1.14832 -0.07023 -0.18
O -0.37487 0.59836 1.25050 -0.48
C -0.71030 -0.67562 1.44548 0.44
N -0.82907 -1.53777 0.52138 -0.77
H 2.00961 -0.52303 -1.72414 0.40
H 0.77638 -1.13178 -0.64901 0.42
H -1.33811 0.83010 -0.56677 0.21
H -0.42839 2.22934 0.06854 0.23
H -0.85621 -0.84766 2.51504 0.16
H -1.09285 -2.43928 0.90961 0.36

Entry 2:
16
Properties=species:S:1:pos:R:3:nbo_charge:R:1 method="wB97M-V/def2-TZVPD" smiles="C/N=C/OCCO" lumo_energy_ev=0.959 de_lowest_kj_mol=183.4
C -2.50552 -0.12419 -0.34614 -0.42
N -1.09333 -0.13549 -0.07535 -0.56
C -0.64097 -0.22050 1.10050 0.43
O 0.66018 -0.39123 1.34657 -0.49
C 1.46740 -0.70041 0.18989 -0.12
C 1.88595 0.52180 -0.62375 -0.09
O 0.97538 0.94209 -1.60566 -0.74
H -2.73746 0.73350 -0.98536 0.20
H -2.73991 -1.03147 -0.91547 0.21
H -3.13760 -0.09538 0.55244 0.17
H -1.22719 -0.17255 2.02652 0.15
H 2.34475 -1.19880 0.60787 0.20
H 0.91563 -1.39826 -0.44919 0.20
H 2.12691 1.33138 0.08468 0.16
H 2.81179 0.25834 -1.14999 0.18
H 0.08498 0.75661 -1.25705 0.49

Entry 3:
16
Properties=species:S:1:pos:R:3:nbo_charge:R:1 method="wB97M-V/def2-TZVPD" lumo_energy_ev=-3.282 total_charge=+1 de_lowest_kj_mol=200.1
C -2.26788 -0.28977 0.07661 -0.44
N -1.10713 0.01533 -0.97880 -0.73
H -3.20363 0.11934 -0.14179 0.24
H -2.44061 -1.42359 0.27067 0.25
H -2.13502 0.10077 1.07713 0.25
H -1.52619 -0.10842 -1.90015 0.44
H -0.24379 -0.61607 -0.90048 0.48
H -0.88692 0.99883 -0.70622 0.47
N 1.61312 -0.76635 -0.30296 -0.91
C 1.64158 0.12324 0.91073 0.08
O 1.03003 1.36463 0.66560 -0.76
H 1.66489 -0.31409 -1.24069 0.37
H 2.49423 -1.26374 -0.32712 0.40
H 0.99368 -0.18086 1.84818 0.19
H 2.70364 0.09778 1.31114 0.18
H 1.66999 2.14297 0.33815 0.50

Entry 4:
57
Properties=species:S:1:pos:R:3:lowdin_spin:R:1 method="wB97M-V/def2-TZVPD" lumo_energy_ev="-3.173 / -5.136" total_charge=+1 s2=0.756 de_lowest_kj_mol=60.8 multiplicity=2
Sn 0.41278 -0.83165 1.01762 0.03
S -3.20621 -3.01325 1.48604 0.54
Sb -2.42569 -2.08332 3.72925 -0.01
S -0.32570 -2.90460 3.58508 0.01
S -2.80605 -1.06596 1.36500 0.41
O 1.89435 -0.81662 -0.71290 0.01
N 1.69858 -1.62809 -1.67759 0.00
N 0.67329 -2.35393 -1.57699 0.00
O -0.16041 -2.28607 -0.54751 0.00
C 0.36728 -3.29670 -2.61318 0.00
C -0.83375 -3.98686 -2.54807 0.00
C -1.14796 -4.89673 -3.54535 0.00
C -0.26955 -5.11425 -4.59494 0.00
C 0.93245 -4.42101 -4.64498 0.00
C 1.26131 -3.51030 -3.65788 0.00
H -1.50968 -3.81210 -1.72469 0.00
H -2.08271 -5.43839 -3.49695 0.00
H -0.51840 -5.82632 -5.37027 0.00
H 1.62324 -4.59494 -5.45893 0.00
H 2.19455 -2.96827 -3.68363 0.00
C 1.31353 1.57294 4.27654 0.00
C 0.19743 0.61092 4.63656 0.00
O -0.79259 0.50148 3.59517 0.00
H 2.07571 1.54188 5.05541 0.00
H 0.95154 2.60007 4.19501 0.00
H 1.77756 1.28053 3.33189 0.00
H -0.28822 0.91504 5.56797 0.00
H 0.58798 -0.39786 4.75843 0.00
H -1.14717 1.38362 3.42843 0.00
C -1.45249 1.49437 -3.42955 0.00
C -2.17055 2.18266 -2.27104 0.00
N -1.23887 2.85737 -1.36790 0.00
C -1.04262 4.29073 -1.59723 0.00
C -2.00399 5.15988 -0.78982 0.00
C -0.60212 2.17825 -0.40367 0.00
C 0.37476 2.91553 0.47043 0.00
N -0.75816 0.90504 -0.17844 0.00
H -2.17753 1.06283 -4.11893 0.00
H -0.79832 0.69935 -3.06982 0.00
H -0.84104 2.21090 -3.97849 0.00
H -2.77332 1.46492 -1.71078 0.00
H -2.85965 2.93585 -2.64974 0.00
H -1.21023 4.47271 -2.65804 0.00
H -0.00870 4.56175 -1.39105 0.00
H -3.03597 4.85646 -0.97026 0.00
H -1.89723 6.20302 -1.08684 0.00
H -1.81407 5.08991 0.28053 0.00
H 1.24954 3.21341 -0.10977 0.00
H 0.70604 2.25096 1.26425 0.00
H -0.06678 3.81011 0.90355 0.00
H -1.40141 0.44481 -0.81381 0.00
Cl 5.76879 -0.57153 4.20734 0.00
C 4.49818 -1.76730 4.53487 0.00
Cl 3.65924 -1.36880 6.05263 0.00
Cl 5.18802 -3.38982 4.62400 0.00
C 3.51859 -1.70017 3.46109 0.00
N 2.74236 -1.62242 2.62199 0.01

Entry 5:
8
Properties=species:S:1:pos:R:3:nbo_charge:R:1 method="wB97M-V/def2-TZVPD" lumo_energy_ev=-0.883 de_lowest_kj_mol=559.8
C 1.74035 -1.05111 0.78891 0.01
C 0.79949 -2.18320 0.10542 0.08
C 1.85509 -2.35180 1.11970 0.38
C 0.59950 -0.70653 -0.10044 0.20
O 2.49532 -3.19788 1.66845 -0.51
O 0.68262 0.07576 -1.14794 -0.65
H -0.84578 -0.50482 1.06518 -0.02
H 0.00106 -0.09064 -1.75931 0.50

Entry 6:
45
Properties=species:S:1:pos:R:3:nbo_charge:R:1 method="wB97M-V/def2-TZVPD" lumo_energy_ev="-9.191 / -9.192" total_charge=+2 de_lowest_kj_mol=0.0
Os 0.12292 -0.18760 0.26098 1.21
N -3.74286 1.23414 -1.01255 -0.74
C -2.48305 0.83148 -0.85315 0.26
S -1.90688 0.60425 0.79819 0.17
N -1.73256 0.62557 -1.89934 -0.34
N -0.47489 0.20994 -1.60016 -0.29
C 0.34754 -0.03258 -2.61584 0.36
C -0.00601 0.12139 -4.00952 -0.10
C 0.34192 -0.90065 -4.90953 -0.17
C -0.00885 -0.79910 -6.24036 -0.21
C -0.66368 0.33978 -6.69579 -0.11
C -0.98635 1.37041 -5.81818 -0.20
C -0.68380 1.25777 -4.47638 -0.14
C 1.66831 -0.49974 -2.19540 0.12
C 2.73035 -0.62305 -3.07915 -0.16
C 3.95635 -1.07687 -2.61410 -0.11
C 4.08001 -1.39709 -1.27452 -0.17
C 2.99439 -1.20683 -0.43390 0.07
N 1.81849 -0.75376 -0.86667 -0.45
H -4.35330 1.40180 -0.23069 0.43
H -4.10577 1.35265 -1.94583 0.44
H 0.84240 -1.79301 -4.55553 0.22
H 0.23100 -1.60062 -6.92454 0.25
H -0.92261 0.42647 -7.74246 0.25
H -1.48410 2.25768 -6.18306 0.25
H -0.93915 2.05640 -3.79554 0.24
H 2.59571 -0.35408 -4.11606 0.27
H 4.79434 -1.17664 -3.28998 0.26
H 5.00436 -1.77872 -0.86447 0.26
H 3.06994 -1.43961 0.61612 0.23
F 3.64088 1.82863 3.34270 -0.25
C 3.15713 0.64142 3.11461 0.83
F 3.87124 0.00045 2.21301 -0.28
F 3.04074 -0.06790 4.21425 -0.27
S 1.38268 0.89924 2.49967 2.16
O 1.43192 1.22658 1.01016 -0.83
O 0.80919 1.83004 3.38303 -0.77
N 0.52468 -0.46522 2.32440 -1.19
S 0.79392 -2.05010 2.25252 2.19
O 0.21066 -2.24344 0.87943 -0.85
O 2.10665 -2.49828 2.52686 -0.82
C -0.37888 -2.85660 3.47511 0.82
F -1.56574 -2.31072 3.33649 -0.27
F 0.11920 -2.62794 4.66627 -0.26
F -0.40055 -4.13482 3.19191 -0.26

Entry 7:
88
Properties=species:S:1:pos:R:3:mulliken_charge:R:1 method="wB97M-V/def2-TZVPD" lumo_energy_ev=-7.527 total_charge=+1
C -4.26616 2.19404 1.85381 -0.52
O -3.37520 2.50611 2.95815 -0.40
C -2.31733 1.52463 3.06688 0.05
C -0.92908 2.30295 2.72370 -0.44
C 0.09743 1.26629 2.02028 -0.24
C 1.48813 1.29809 2.82537 -1.03
C 1.42554 0.26536 4.06522 0.45
C 2.24676 0.91231 5.27982 -0.48
C 1.56814 0.71879 6.71398 -0.21
Al -0.43876 1.09734 6.77424 0.24
F -0.88375 1.81972 8.44318 -0.54
B -1.36340 -0.80317 6.68788 0.46
N -2.83588 -1.01252 6.71171 -0.51
O -0.50808 -1.99849 6.63484 -0.54
H -4.86587 3.11444 1.51020 0.24
H -3.70443 1.76791 0.94175 0.20
H -4.99513 1.36484 2.18240 0.24
H -2.43135 0.63131 2.36668 0.46
H -2.32911 1.15920 4.15948 -0.44
H -0.43739 2.74533 3.66129 0.29
H -1.22725 3.16490 2.04098 0.36
H 0.19652 1.61102 0.92701 0.21
H -0.29364 0.18460 2.04020 0.19
H 1.81252 2.35077 3.12469 0.50
H 2.28757 0.89616 2.09453 0.35
H 0.37449 -0.07842 4.32574 -0.07
H 2.00987 -0.70531 3.69587 0.03
H 2.48560 2.01677 5.15712 0.39
H 3.26436 0.36616 5.31407 0.29
H 2.06250 1.48950 7.42085 0.65
H 1.78639 -0.31017 7.19935 -0.75
H -0.95760 2.01800 5.57770 0.01
H -2.98153 -2.03715 6.80572 0.28
H -3.19810 -0.79859 5.76015 0.27
H -0.42496 -2.30597 5.70316 0.30
Li 2.47260 -1.12917 8.43280 0.96
C 0.14287 -1.89848 -1.29193 0.59
F -0.83763 -2.51996 -1.98611 -0.24
F -0.07109 -2.20196 0.01161 -0.22
F 1.29681 -2.52054 -1.63617 -0.24
S 0.19321 -0.06649 -1.60355 1.00
O -1.10985 0.43259 -1.18142 -0.68
O 0.42789 0.07134 -3.03726 -0.51
O 1.29526 0.43412 -0.78575 -0.69
C -8.84454 -0.19994 5.46078 -0.37
C -8.28453 -1.37400 5.75474 -0.35
C -6.94866 -1.45007 6.38338 0.38
O -6.43507 -2.52143 6.65034 -0.57
C -6.25865 -0.17580 6.67489 -0.32
C -6.81807 0.99861 6.38107 -0.45
C -8.15430 1.07521 5.75229 0.38
O -8.66623 2.14506 5.48575 -0.54
H -9.82144 -0.12537 4.99976 0.42
H -8.77635 -2.31658 5.54863 0.41
H -5.28158 -0.25102 7.13614 0.58
H -6.32581 1.94104 6.58723 0.44
C 1.84863 0.41156 -8.36594 -1.56
C 1.95877 -0.35975 -7.02816 1.23
C 2.32035 0.62370 -5.89054 -1.12
C 3.77197 1.08659 -5.94020 -0.61
C 4.71489 -0.11154 -5.95373 -1.36
C 4.39798 -1.12743 -7.07741 1.69
N 2.94548 -1.47589 -7.14983 0.87
O 2.70100 -2.32554 -6.18702 -0.32
C 4.87305 -0.56191 -8.43793 -2.27
C 5.30019 -2.37378 -6.86772 -1.52
C 0.50847 -0.86499 -6.79963 -1.64
H 1.05636 1.16106 -8.30571 0.45
H 2.74371 0.96527 -8.63649 0.26
H 1.59915 -0.26275 -9.18993 0.41
H 2.13876 0.15040 -4.91620 0.38
H 1.66363 1.49663 -5.92758 0.53
H 3.93976 1.72178 -6.81572 0.33
H 3.98513 1.70915 -5.06661 0.43
H 5.74498 0.24498 -6.05104 0.34
H 4.65610 -0.60835 -4.97834 0.46
H 4.47006 -1.14042 -9.28382 0.43
H 5.95796 -0.60565 -8.51950 0.87
H 4.62378 0.48961 -8.58389 0.51
H 5.16914 -2.82822 -5.88367 0.46
H 6.35945 -2.10299 -6.93877 0.36
H 5.10355 -3.13286 -7.62956 0.37
H 0.21820 -1.58347 -7.57264 0.47
H -0.20006 -0.03632 -6.83654 0.43
H 0.37567 -1.34104 -5.82376 0.36
Al 7.05181 -0.83198 -9.57368 0.34
Br 4.67387 -3.01469 -10.11299 -0.56
Cl 1.79152 -2.45510 3.83933 -0.25

Entry 8:
9
Properties=species:S:1:pos:R:3:nbo_charge:R:1 method="wB97M-V/def2-TZVPD" lumo_energy_ev=2.974 total_charge=-1 de_lowest_kj_mol=63.4
C 1.73055 -0.27146 0.32311 -0.58
C 1.15275 0.40799 -0.67019 -0.33
C -2.75475 -0.20551 0.44319 0.46
O -2.87094 0.51203 1.35337 -0.45
S -2.72049 -1.22768 -0.72147 -0.02
S 0.35064 1.91817 -0.53328 -0.58
H 2.21198 -1.22346 0.14801 0.16
H 1.71933 0.08841 1.33873 0.18
H 1.18093 0.00151 -1.68146 0.16